# 1
Entry from OMol25: an isolated molecule of C2H4N2O2 in a non-equilibrium geometry (ωB97M-V/def2-TZVPD).

Structure (XYZ):
```
10
Properties=species:S:1:pos:R:3:nbo_charge:R:1
H 2.27 -0.15 -1.12 0.369
H 1.59 0.04 1.66 0.517
O -2.69 0.04 -0.89 -0.556
H -0.35 -0.12 -1.54 0.418
N 1.96 -0.10 -0.16 -0.810
O 0.60 0.09 1.52 -0.675
C 0.74 -0.01 0.19 0.704
C -1.77 0.07 -0.11 0.541
N -0.44 -0.02 -0.54 -0.653
H -1.89 0.17 0.98 0.146
```

ΔE to the lowest compared entry with this formula, charge and spin = 1.220 eV
HOMO level = -10.2061 eV
Structure (SMILES) = [H]/N=C(/O)NC=O
Spin multiplicity = 1
Orbital gap = 10.900 eV



# 2
Entry from OMol25: a structure of composition C26H74AsF6N10O8 in a non-equilibrium geometry (ωB97M-V/def2-TZVPD).

Structure (XYZ):
```
125
Properties=species:S:1:pos:R:3:mulliken_charge:R:1
H -15.85 -3.73 4.11 0.398
N -19.94 -5.82 -5.49 -0.768
C -23.11 -12.78 -3.37 -0.439
N -18.32 -5.68 1.93 -0.104
H -18.96 -12.32 -2.07 0.249
H -18.32 -3.88 3.10 0.029
H -17.87 -5.61 2.83 0.626
N -19.61 -12.18 -2.85 -0.764
H -21.50 -5.77 -3.20 0.432
C -23.51 -1.44 3.76 -0.749
N -26.39 -6.13 -0.36 -0.422
H -24.11 -0.70 3.20 0.515
O -28.75 -4.33 1.78 -0.386
O -16.34 -5.92 0.81 -0.786
N -24.85 -7.05 -2.84 -0.702
H -18.19 -4.43 6.85 0.423
H -24.10 -7.29 -2.20 0.295
H -14.86 -6.33 4.94 0.322
H -15.83 -7.33 -4.15 0.326
C -18.70 -4.15 5.92 -1.279
H -19.06 -5.05 5.43 0.203
H -15.94 -7.26 3.79 0.276
C -21.60 -10.92 -3.51 -0.162
H -25.65 -6.82 -0.15 0.012
H -25.67 -6.67 -2.38 0.323
C -22.06 -1.03 3.92 0.294
H -25.76 -5.33 -0.37 0.147
H -20.80 -5.35 -5.75 0.312
H -21.98 -0.33 4.75 0.282
N -21.25 -2.24 4.21 -0.205
H -29.29 -3.61 -0.13 0.353
H -21.82 -2.87 4.77 0.280
H -19.56 -3.54 6.21 0.337
H -20.12 -5.72 -2.08 -0.321
O -16.74 -5.54 4.45 -0.401
C -29.70 -3.99 0.81 -0.760
H -20.95 -10.37 -4.20 0.312
F -23.82 -4.98 0.85 -0.527
H -16.62 -8.60 -3.26 0.283
H -24.84 -8.61 -4.29 0.235
O -24.06 -1.76 5.01 -0.366
C -15.58 -6.29 4.11 -0.868
H -25.60 -10.39 -2.93 0.299
H -26.67 -4.34 2.00 0.293
O -17.88 -7.13 -3.93 -0.279
H -15.09 -5.86 3.23 0.331
H -25.84 -1.87 6.00 0.241
H -15.92 -4.29 5.85 0.504
H -30.38 -3.27 1.27 0.243
H -24.06 -12.27 -3.23 0.071
H -19.27 -6.50 -0.30 0.057
H -20.40 -7.14 -3.13 -0.099
H -22.19 -2.78 -0.45 0.101
As -22.40 -5.94 0.67 2.087
H -16.31 -7.12 -2.46 0.360
C -26.85 -6.97 1.93 -1.562
H -29.08 -9.27 -4.92 0.271
O -27.11 -8.74 -5.07 -0.335
H -17.71 -6.68 -1.06 -0.195
C -17.70 -3.40 5.03 0.328
C -21.01 -1.45 0.59 1.033
H -25.84 -6.79 2.30 0.249
O -20.71 -0.27 0.74 -0.677
H -28.78 -7.56 -5.37 0.318
C -20.05 -10.16 -1.57 -1.477
H -22.60 -13.01 -2.43 0.275
H -28.45 -8.92 -6.55 0.237
H -19.98 -13.10 -3.04 0.258
C -27.45 -4.59 1.28 -0.851
H -19.64 -10.56 -0.65 0.422
H -21.08 -2.78 3.37 -0.216
H -26.77 -7.99 1.54 0.383
H -26.98 -6.95 -4.04 0.492
C -21.57 -0.45 2.61 -1.103
H -21.74 -1.12 1.75 -0.442
H -19.29 -5.97 1.91 -0.152
H -19.30 -9.73 -2.23 0.364
H -22.75 -1.11 -0.39 0.191
H -21.28 -11.86 -1.59 0.189
C -18.08 -5.72 -3.91 -0.866
F -21.92 -4.82 -0.58 -0.362
N -18.28 -6.38 -0.29 0.286
C -20.70 -11.31 -2.35 0.771
H -27.50 -8.35 -3.07 0.329
F -23.24 -6.91 -0.51 -0.619
C -20.46 -6.05 -3.05 -0.221
C -16.64 -7.52 -3.43 -0.927
H -26.11 -9.38 -1.64 0.290
H -20.15 -6.81 -5.48 0.243
C -25.46 -2.00 4.99 -0.688
H -17.52 -5.32 -4.76 0.441
H -25.93 -1.36 4.24 0.314
N -20.25 -2.47 1.10 -0.216
H -19.44 -2.15 1.61 0.218
C -28.45 -8.59 -5.52 -0.734
H -23.28 -13.73 -3.88 0.262
H -20.50 -0.24 2.60 0.536
C -19.55 -5.43 -4.11 0.100
N -22.12 -1.84 -0.12 -0.301
H -28.21 -6.46 0.42 0.085
H -23.57 -2.35 3.13 0.227
H -25.65 -3.05 4.71 0.243
H -27.55 -7.07 2.76 0.405
C -16.45 -4.23 4.88 -0.951
H -24.43 -9.57 -1.84 0.409
F -22.84 -7.05 1.89 -0.513
C -17.58 -6.01 0.82 0.515
F -20.98 -6.89 0.25 -0.647
C -27.29 -6.02 0.83 1.004
H -19.72 -4.34 -4.10 0.513
H -27.24 -3.91 0.44 0.462
C -25.42 -8.30 -3.41 0.672
C -26.85 -8.03 -3.89 -0.829
H -20.79 -9.41 -1.27 0.120
C -25.34 -9.46 -2.42 -1.421
H -22.15 0.44 2.33 0.443
H -20.61 -3.39 1.28 0.106
O -22.18 -12.03 -4.13 -0.436
H -17.39 -2.47 5.51 0.368
F -21.39 -5.03 1.76 -0.570
H -30.34 -4.86 0.65 0.263
H -22.34 -10.15 -3.24 -0.013
N -18.24 -3.09 3.72 -0.455
H -19.13 -2.60 3.71 0.251
H -17.73 -5.22 -3.00 0.428
```

Charge = -1
HOMO level = -6.6338 eV
Spin multiplicity = 1
Orbital gap = 8.997 eV



# 3
Entry from OMol25: an isolated molecule of C3H7NO2 (ωB97M-V/def2-TZVPD).

Structure (XYZ):
```
13
Properties=species:S:1:pos:R:3:nbo_charge:R:1
C -0.27 -0.38 0.49 0.017
O 1.20 0.50 -1.25 -0.627
H 0.88 0.59 2.10 0.201
C 1.01 -0.13 1.29 -0.666
H -1.78 -0.16 -2.04 0.401
H 1.72 0.29 0.57 0.270
H 1.45 -1.04 1.70 0.219
O -1.43 0.23 1.05 -0.708
H -0.52 -1.45 0.47 0.191
N -0.80 0.04 -2.05 -0.818
H -1.15 0.98 1.59 0.472
C 0.07 0.10 -1.00 0.644
H -0.40 0.42 -2.90 0.404
```

ΔE to the lowest compared entry with this formula, charge and spin = 1.035 eV
HOMO level = -9.6333 eV
Structure (SMILES) = C[C@@H](O)C(N)=O
Spin multiplicity = 1
Orbital gap = 10.514 eV



# 4
Entry from OMol25: an isolated molecule of C4H4N2S in a non-equilibrium geometry (ωB97M-V/def2-TZVPD).

Structure (XYZ):
```
11
Properties=species:S:1:pos:R:3:nbo_charge:R:1
N -0.30 -0.40 -0.73 -0.434
H -1.91 -0.77 -1.91 0.221
C -0.68 0.13 1.45 -0.051
C -0.85 -0.66 -1.89 -0.050
C 0.66 0.57 1.56 -0.097
S 0.16 -0.86 -3.18 -0.151
H 2.82 1.41 1.31 0.272
C 1.84 0.82 1.35 -0.207
N -1.19 -0.17 0.29 -0.167
H 0.84 -0.43 -0.58 0.435
H -1.38 0.37 2.32 0.228
```

ΔE to the lowest compared entry with this formula, charge and spin = 4.056 eV
HOMO level = -8.5916 eV
Structure (SMILES) = C#C/C=N\NC=S
Spin multiplicity = 1
Orbital gap = 8.100 eV



# 5
Entry from OMol25: a structure of composition C4H8Cl8O4PV in a non-equilibrium geometry (ωB97M-V/def2-TZVPD).

Structure (XYZ):
```
26
Properties=species:S:1:pos:R:3:nbo_charge:R:1
Cl 0.59 -1.49 1.93 0.015
V -0.17 0.79 0.71 1.028
C -0.05 2.46 -3.51 -0.345
H 4.53 -0.44 -0.98 0.237
Cl 0.03 1.67 -1.89 -0.033
O 0.91 2.29 1.67 -1.111
O -1.39 2.54 0.86 -0.846
P -0.48 2.75 2.06 2.410
H -0.44 3.45 -3.30 0.238
Cl 1.64 2.76 -4.00 -0.006
H -0.64 1.87 -4.21 0.238
O -1.05 3.78 3.02 -1.054
Cl 3.26 -0.89 -2.94 0.000
Cl 2.41 0.24 -0.39 0.020
Cl -4.40 -2.13 -1.22 -0.042
H 2.03 -2.93 3.04 0.239
H -4.25 -2.10 1.23 0.233
O -1.24 1.49 2.40 -0.838
Cl -2.55 -0.62 0.52 0.012
H 0.39 -3.70 2.81 0.240
C -4.15 -1.38 0.42 -0.340
H 3.39 -1.84 -0.80 0.232
Cl 1.86 -3.99 0.95 -0.032
C 3.54 -0.84 -1.20 -0.386
C 1.19 -3.10 2.38 -0.348
H -4.97 -0.65 0.44 0.239
```

⟨S²⟩ = 6.012
HOMO level (alpha / beta) = -8.8333 / -8.8181 eV
Spin multiplicity = 5
Orbital gap (alpha / beta) = 8.459 / 8.371 eV



# 6
Entry from OMol25: a structure of composition C31H58BeCl2F3I2N4Na2O14PS2 in a non-equilibrium geometry (ωB97M-V/def2-TZVPD).

Structure (XYZ):
```
120
Properties=species:S:1:pos:R:3:mulliken_charge:R:1
C -1.57 2.10 0.35 -0.957
C -6.83 -1.89 5.68 -1.191
O -6.17 -0.26 -3.54 -0.620
O -2.30 -4.33 -4.61 -0.578
C -3.63 -1.55 2.10 -0.665
H -3.80 -3.82 3.70 0.205
O 8.67 0.09 3.98 -0.488
H -0.19 -5.59 -1.98 0.351
H -1.20 -6.25 2.99 0.237
H 6.30 3.32 -1.38 0.127
H 1.73 3.45 -3.17 0.341
H 2.19 -0.80 4.66 0.282
H -7.76 -2.20 3.78 0.361
S -5.99 -0.24 -5.00 1.327
C 1.91 2.86 -2.14 -0.614
H -6.19 -4.08 4.10 0.414
C -2.58 1.73 -2.06 0.285
N 0.57 -4.40 1.10 -0.193
H 7.58 4.05 -4.79 0.270
F -8.59 0.47 -5.35 -0.186
H -2.53 3.73 -0.94 0.413
Na -7.29 -2.44 -6.95 0.853
H -1.40 2.88 1.21 0.413
I 5.63 -0.80 -4.09 0.115
H -0.02 -4.05 -2.89 0.189
C -1.80 2.82 -1.13 -0.042
H -2.66 -1.65 4.00 0.343
H -7.53 -1.09 5.97 0.381
C 3.82 1.73 3.71 0.564
O 4.26 3.09 -3.73 -0.554
H 0.67 -3.43 0.83 -0.172
H -2.12 1.81 -4.32 0.274
H 6.77 2.03 -4.45 0.105
H 4.60 2.45 5.62 0.343
H 1.25 0.70 4.73 0.310
N 7.20 4.07 -3.80 -0.640
C -0.35 -5.09 -2.94 -0.846
H -3.64 1.54 -1.54 0.405
C 2.26 0.29 4.66 -0.536
H 1.18 -5.09 0.69 0.121
N 2.14 1.34 -2.28 0.493
C 3.59 4.78 -0.89 -0.031
H -0.44 3.35 -2.96 0.290
C 4.31 4.88 0.62 0.380
H -1.86 -0.23 -3.14 0.333
H -5.86 -1.65 6.12 0.284
C 3.67 2.10 5.17 -0.495
H 3.41 -3.95 -2.04 0.199
N -0.49 -5.99 2.32 -0.421
H -4.19 -0.80 4.04 0.413
H 6.37 1.43 -1.71 0.357
F -7.70 -0.50 -7.09 -0.291
I 2.08 -1.38 -0.04 0.324
C 3.66 -1.67 -1.60 0.288
H -0.76 1.25 0.33 0.091
O 2.83 0.74 3.42 -0.292
C 3.32 3.23 -1.32 -0.654
H 0.10 -6.71 1.93 0.147
H -3.12 -0.63 1.82 0.012
C -2.68 -4.18 -1.97 -0.541
C -4.35 -2.97 4.10 -0.654
H -5.90 -3.21 2.61 0.290
O 7.44 1.32 2.17 -0.294
C -1.86 0.22 -2.06 -0.227
H 4.15 5.43 -1.70 0.361
C 4.09 -0.53 -2.50 -1.239
H -3.09 -2.39 1.66 0.175
Cl 3.06 2.21 0.24 0.249
H 4.80 1.28 3.51 0.115
C 4.32 2.46 -2.37 1.422
H -0.75 0.42 -1.73 -0.418
H -6.44 -1.04 3.74 0.238
H -2.38 -0.48 -1.25 -0.053
O 0.82 2.93 -1.16 0.408
O -5.55 1.07 -5.50 -0.661
H 5.24 -3.29 -2.33 0.365
H 2.52 5.28 -0.74 0.305
F -8.25 -1.69 -5.34 -0.280
Be -4.29 -3.11 -7.13 0.113
H -2.83 3.44 -3.67 0.258
C -2.94 2.26 -3.58 -1.118
H 1.25 5.92 1.38 0.075
H 4.55 -3.54 -0.60 0.297
C -0.42 3.44 -1.78 -0.642
C -6.75 -2.00 4.17 -0.372
C 3.15 0.82 5.76 -0.719
P 8.01 1.43 3.59 0.615
H 3.98 0.12 5.94 0.280
O 9.06 2.55 3.64 -0.503
H -0.44 4.61 -1.56 0.139
O -5.17 -1.35 -5.50 -0.582
H 4.16 4.08 -3.53 0.479
H 1.36 0.62 -2.26 0.285
H -4.26 -3.03 5.19 0.356
Na 6.21 5.02 2.94 0.932
C -0.40 -4.69 1.99 0.694
H -2.21 -3.20 -1.98 -0.021
C -7.69 -0.50 -5.72 0.309
O 0.58 6.15 0.77 -0.910
H -3.99 1.90 -3.98 0.131
H 3.70 2.59 3.04 -0.382
C 3.50 1.01 -2.38 -0.159
C -5.83 -3.13 3.70 -0.688
C 6.68 2.79 -3.56 0.135
O -1.12 -3.83 2.47 -0.594
Cl 3.55 5.86 2.05 -0.195
H 0.22 -5.62 -3.72 0.364
C -3.68 -1.67 3.62 -0.516
H 2.62 0.95 6.71 0.355
C 4.26 -3.19 -1.71 -0.872
H -3.77 -4.06 -2.06 0.391
S -2.11 -5.16 -3.38 0.415
H -7.19 -2.82 6.13 0.286
C 5.94 2.44 -2.10 -0.581
O 5.49 4.28 0.91 -0.623
H -2.45 -4.71 -1.04 0.274
H -2.61 1.56 0.60 0.232
H 2.92 2.89 5.27 0.304
O 6.88 1.74 4.58 -0.329
H -4.64 -1.52 1.67 0.352
```

HOMO level = -5.8195 eV
Spin multiplicity = 1
Orbital gap = 2.629 eV